The following is a DFT calculation (ωB97M-V with the def2-TZVPD basis set) of 2 unconnected molecules or ions with the total composition C3H3F2NO at a distorted geometry.

```
10
Properties=species:S:1:pos:R:3:forces:R:3:lowdin_charge:R:1
C 0.583 -0.482 0.132 0.3945 5.5609 -0.6049 -0.12
H -1.630 -1.224 -1.010 0.1705 2.7265 1.2848 0.18
C -1.801 -0.163 -0.419 1.9490 0.4931 3.1691 -0.32
H -0.504 1.344 1.658 -0.7754 -3.4636 -4.2846 0.34
F 1.703 1.498 -0.338 1.5404 3.7780 -0.7015 0.21
H 0.579 -1.530 0.345 0.3005 -0.3348 -0.1702 0.09
F 2.788 -0.481 -0.156 2.1805 1.3217 -1.2700 0.09
N -0.604 0.355 0.444 0.6573 -1.6076 -0.6017 -0.08
C 1.706 0.263 -0.357 -5.3831 -8.1788 4.1925 -0.41
O -2.820 0.419 -0.301 -1.0343 -0.2956 -1.0135 0.02
```
Forces are in eV/Å.

The HOMO energy comes out at -8.80 eV. The energy above the lowest of the compared OMol25 structures with the same formula, charge and spin is 124.4 kcal per mole. Its LUMO energy is -0.7808 eV.